Record 1
333
Properties=species:S:1:pos:R:3 method="wB97M-V/def2-TZVPD" lumo_ev=0.3291 homo_lumo_gap_ev=8.37
C -5.97171 -4.35520 0.23142
C -6.46323 -4.29658 1.70094
C -8.02086 -4.24169 1.85751
O -8.40102 -4.28399 3.21756
C -9.76560 -4.58789 3.40865
N -5.96192 -5.47058 2.42623
H -6.16818 -3.39489 -0.24535
H -6.35800 -5.20663 -0.32890
H -4.88767 -4.45152 0.17072
H -6.10119 -3.37696 2.16065
H -8.35173 -5.06068 1.21886
H -8.54730 -3.40725 1.39419
H -10.39383 -3.78326 3.02654
H -10.03824 -4.70819 4.45713
H -10.04635 -5.55977 3.00280
H -6.64917 -5.67300 3.13813
H -6.01986 -6.25780 1.79613
C 0.94094 -1.67826 10.76342
C 0.34836 -0.39431 10.15144
C -0.22714 -0.53176 8.72497
O 0.73998 -0.99937 7.81392
C 0.07590 -1.26980 6.54105
N -0.62648 0.08217 11.08755
H 1.75034 -2.11649 10.17953
H 0.21111 -2.47948 10.87964
H 1.41353 -1.49888 11.72912
H 1.17585 0.31063 10.23154
H -0.65368 0.41538 8.39466
H -1.00015 -1.28730 8.86542
H -0.31107 -0.37059 6.06170
H -0.66401 -2.04706 6.73216
H 0.94266 -1.61760 5.97906
H -1.27861 0.63751 10.55237
H -1.27155 -0.65984 11.31863
C -2.37679 2.00493 -1.23513
C -2.39254 1.85185 0.32471
C -2.32735 0.35052 0.70825
O -3.61823 -0.19820 0.53007
C -3.81258 -1.52302 0.96056
N -1.25014 2.57222 0.82064
H -1.41724 1.70558 -1.65674
H -2.45669 3.01259 -1.64299
H -3.11440 1.37546 -1.73291
H -3.25994 2.34608 0.76224
H -2.05050 0.25517 1.75818
H -1.69199 -0.35470 0.17246
H -4.85577 -1.83541 0.91321
H -3.66550 -1.73530 2.01952
H -3.20495 -2.22900 0.39445
H -0.43636 2.12069 0.42821
H -1.14083 2.35052 1.79992
C 3.67060 4.13330 -5.15435
C 4.53411 3.04524 -5.80449
C 5.35336 2.30154 -4.73744
O 6.09174 3.26523 -3.95346
C 6.77653 2.58758 -2.90477
N 3.64108 2.15894 -6.53473
H 4.34925 4.83600 -4.67084
H 3.04585 3.75319 -4.34607
H 3.07581 4.66779 -5.89505
H 5.18626 3.55792 -6.51157
H 6.02907 1.57140 -5.18287
H 4.64758 1.72211 -4.14227
H 6.16988 1.85536 -2.37193
H 7.23449 3.30686 -2.22580
H 7.63057 2.02069 -3.27539
H 4.04128 1.30638 -6.89955
H 3.17796 2.60157 -7.31556
C -3.54248 -0.86591 5.25461
C -3.98229 0.15575 6.25342
C -4.88810 -0.33149 7.38842
O -5.33392 0.65022 8.29784
C -6.27780 1.56819 7.86427
N -2.81638 0.71361 6.83299
H -2.89312 -0.57776 4.42794
H -4.42850 -1.12296 4.67411
H -3.05114 -1.71088 5.73701
H -4.55202 0.92985 5.73934
H -4.41442 -1.15712 7.91950
H -5.78746 -0.77734 6.96361
H -5.89422 2.20114 7.06406
H -6.61823 2.22086 8.66813
H -7.17606 1.02805 7.56513
H -2.29690 0.14514 7.48652
H -3.23720 1.38598 7.45824
C -2.92997 -7.19244 -0.59583
C -1.62622 -6.57160 -0.11930
C -0.91715 -7.47724 0.87725
O 0.33210 -6.83554 1.22256
C 0.98630 -7.37383 2.41642
N -0.78762 -6.53626 -1.32203
H -3.56566 -7.40065 0.26478
H -2.82220 -8.12161 -1.15539
H -3.43933 -6.34591 -1.05632
H -1.65791 -5.57498 0.32098
H -0.56881 -8.38927 0.39249
H -1.49378 -7.75109 1.76076
H 1.90408 -6.79524 2.52134
H 1.30493 -8.39617 2.21299
H 0.49283 -7.46324 3.38420
H -0.94759 -5.65409 -1.78711
H 0.10257 -6.42647 -0.85770
C 3.18192 0.48541 5.58993
C 2.97133 1.91988 6.14723
C 2.19325 1.89530 7.47497
O 2.03160 3.26149 7.89640
C 1.34983 3.34473 9.14252
N 4.34448 2.46809 6.29805
H 2.23905 0.12082 5.18229
H 3.50027 -0.36742 6.18947
H 3.85625 0.38847 4.73905
H 2.38139 2.53617 5.46879
H 2.80288 1.37024 8.21034
H 1.20865 1.43229 7.40954
H 2.04428 3.05749 9.93203
H 0.44028 2.75781 9.27030
H 0.95702 4.34049 9.34809
H 4.20732 3.17295 7.00831
H 4.90123 1.77191 6.77285
C 5.51122 6.36864 -0.80378
C 4.36938 5.70968 -1.63561
C 3.48333 4.64829 -0.85139
O 2.91775 5.27362 0.33652
C 2.21448 4.32098 1.02037
N 3.53700 6.82221 -2.11606
H 4.99111 6.71341 0.08993
H 6.02564 7.23918 -1.21075
H 6.25594 5.64405 -0.47445
H 4.77846 5.22342 -2.52122
H 4.18484 3.86052 -0.57678
H 2.79587 4.27204 -1.60897
H 1.70358 4.83369 1.83536
H 2.84916 3.58992 1.52120
H 1.49556 3.87879 0.33064
H 4.20067 7.53810 -2.37518
H 3.14060 7.24434 -1.28856
C 0.23773 4.74932 -2.68388
C -0.27426 6.10624 -3.12210
C -1.70493 6.18672 -2.61820
O -2.52396 5.24640 -3.28990
C -3.89522 5.48535 -2.97052
N 0.57037 7.15660 -2.62202
H 0.07139 4.68587 -1.60852
H 1.26621 4.58856 -3.00715
H -0.40371 3.98517 -3.12290
H -0.35345 6.12518 -4.20905
H -2.09894 7.14156 -2.96623
H -1.90353 6.07021 -1.55280
H -4.21154 6.50353 -3.19709
H -4.04257 5.27459 -1.91129
H -4.50465 4.83511 -3.59813
H 1.52095 7.13776 -2.96283
H 0.64921 7.09455 -1.61701
C 2.00414 -1.01631 -8.61495
C 2.25658 -2.11892 -7.63143
C 2.76785 -1.65521 -6.21341
O 4.10598 -1.25313 -6.12458
C 5.08204 -2.32127 -6.37710
N 0.97284 -2.79448 -7.51061
H 2.96233 -0.52960 -8.79682
H 1.30771 -0.29195 -8.19259
H 1.56935 -1.31763 -9.56798
H 2.94163 -2.89715 -7.96782
H 2.66505 -2.40184 -5.42596
H 2.14397 -0.82807 -5.87473
H 4.80572 -3.21466 -5.81711
H 6.05127 -1.92360 -6.07616
H 5.16396 -2.66227 -7.40914
H 0.74701 -3.17850 -8.41705
H 1.12123 -3.61895 -6.94640
C 5.83873 -3.97610 4.05871
C 4.75562 -3.95636 2.94400
C 3.41069 -3.26311 3.32200
O 2.96133 -3.55760 4.59406
C 2.49312 -4.85476 4.82618
N 5.31882 -3.33966 1.77378
H 5.51605 -4.66628 4.83821
H 5.93071 -2.96075 4.44433
H 6.84698 -4.21947 3.72361
H 4.62217 -4.99811 2.65239
H 2.62757 -3.54053 2.61640
H 3.51787 -2.17840 3.32735
H 3.28342 -5.58648 4.65855
H 1.70315 -5.10179 4.11695
H 2.12976 -4.92803 5.85122
H 4.75730 -3.54037 0.95861
H 6.16409 -3.81321 1.48855
C 2.21890 -2.93759 -2.82533
C 1.63017 -3.26096 -1.49367
C 2.67234 -3.22837 -0.36992
O 3.65115 -4.26814 -0.50450
C 3.10639 -5.61699 -0.26999
N 0.57883 -2.30214 -1.31041
H 3.01146 -3.64462 -3.07036
H 2.59427 -1.91776 -2.90977
H 1.48718 -3.06828 -3.62258
H 1.17402 -4.24761 -1.57455
H 2.20720 -3.36351 0.60655
H 3.17485 -2.26209 -0.32649
H 2.42909 -5.96733 -1.04884
H 2.62590 -5.58266 0.70778
H 3.87571 -6.35507 -0.04305
H 0.38795 -2.16364 -0.32832
H 0.98225 -1.41957 -1.59046
C 5.58527 1.48947 2.66610
C 5.85302 0.00549 2.58718
O 5.57923 -0.45558 1.27458
H 4.51385 1.67398 2.74428
H 6.08573 2.03953 1.86917
H 5.85993 1.92601 3.62635
H 5.22320 -0.49034 3.32581
H 6.89977 -0.25709 2.74030
H 5.52381 -1.41339 1.30853
C -0.13109 3.54677 4.11238
C -0.53962 2.21420 4.62072
O -1.87678 2.01821 4.22531
H -0.11285 3.59110 3.02344
H 0.84952 3.83025 4.49465
H -0.83973 4.32708 4.38992
H -0.42262 2.27454 5.70273
H 0.05918 1.39415 4.22439
H -2.31492 1.71097 5.02234
C -5.75524 -3.85976 5.69324
C -6.92540 -3.78430 6.71076
O -6.53660 -4.48585 7.85591
H -6.17008 -3.56241 4.73013
H -5.41596 -4.89327 5.62365
H -4.89896 -3.22926 5.93272
H -7.84206 -4.21022 6.30279
H -7.20364 -2.75931 6.95583
H -7.13448 -4.16607 8.53553
C -4.14820 3.68282 -6.18813
C -4.73000 2.50795 -5.39470
O -5.92415 2.06562 -6.06791
H -4.02995 3.39705 -7.23334
H -3.15749 3.96080 -5.82852
H -4.73816 4.59724 -6.12568
H -4.91193 2.74645 -4.34678
H -3.96995 1.73167 -5.48296
H -6.40608 1.53156 -5.43221
C -1.98883 -5.28867 4.85152
C -2.52857 -5.42325 3.44164
O -3.52396 -4.38976 3.12698
H -2.84155 -5.20448 5.52523
H -1.37768 -4.38999 4.93503
H -1.39570 -6.15453 5.14574
H -2.95352 -6.37460 3.12159
H -1.69938 -5.40859 2.73429
H -4.32535 -4.83966 2.84954
C -2.70891 7.28519 1.04842
C -2.37060 5.78367 1.17952
O -1.06894 5.46927 0.80945
H -2.08050 7.88092 1.71046
H -3.68909 7.57819 1.42460
H -2.51343 7.66375 0.04515
H -2.95899 5.15884 0.50760
H -2.56684 5.50135 2.21387
H -1.06454 4.50930 0.81565
C 5.60955 -1.24877 -2.49781
C 6.59584 -1.70126 -1.43719
O 7.13712 -0.54604 -0.88563
H 5.15324 -2.16597 -2.87013
H 6.18478 -0.86974 -3.34253
H 4.88411 -0.50215 -2.17471
H 7.32740 -2.42052 -1.80542
H 6.06249 -2.13497 -0.59129
H 6.53799 -0.24737 -0.19756
C -3.23804 -1.11156 -5.82685
C -1.87178 -1.71428 -6.09584
O -0.91977 -0.84080 -6.56642
H -3.99005 -1.83547 -5.51295
H -3.73232 -0.70512 -6.70923
H -3.08121 -0.27735 -5.14302
H -1.88591 -2.50950 -6.84118
H -1.46722 -2.18192 -5.19820
H -0.16646 -1.30548 -6.93818
C -4.08436 -3.07469 -2.42673
C -2.58140 -2.84879 -2.47279
O -1.91631 -3.57792 -1.46863
H -4.29051 -4.12695 -2.23086
H -4.59981 -2.63720 -3.28172
H -4.35730 -2.53000 -1.52290
H -2.32746 -1.80279 -2.30098
H -2.24979 -3.17052 -3.46002
H -1.09267 -3.10115 -1.34253
C -0.52901 -2.91854 1.96434
O 0.20407 -1.90677 1.30978
C 0.72708 -0.93277 2.24503
C 1.79212 -0.05615 1.58029
N 1.20559 0.67907 0.43115
C 2.21663 1.00211 -0.58290
C 1.62612 1.54997 -1.86298
O 0.99880 0.47767 -2.49655
C 0.65460 0.73565 -3.85186
H 0.15633 -3.55760 2.52112
H -0.94183 -3.61900 1.23836
H -1.32716 -2.56525 2.61721
H 1.29165 -1.40135 3.05113
H -0.11624 -0.38818 2.66968
H 2.54740 -0.77020 1.25199
H 2.21486 0.66395 2.28090
H 0.54536 0.00462 0.07156
H 2.78967 0.14545 -0.93769
H 3.02799 1.59526 -0.16101
H 2.44332 1.96503 -2.45288
H 0.79603 2.21398 -1.62187
H 1.44762 0.86253 -4.58883
H -0.15026 1.45012 -4.02454
H 0.11895 -0.16953 -4.13789
C 0.05500 4.06711 -13.68506
O -0.31129 4.63087 -12.46314
C 0.57082 5.70579 -12.03459
C 0.05416 6.29231 -10.68632
N 0.23083 5.35993 -9.54282
C -0.40927 5.87831 -8.31530
C -0.20329 4.83031 -7.22304
O -0.62830 3.59424 -7.85217
C -0.34072 2.45593 -7.05039
H -0.03428 4.75197 -14.52833
H -0.71098 3.30858 -13.84636
H 1.00075 3.53134 -13.76628
H 0.51179 6.43463 -12.84293
H 1.61537 5.39623 -12.06920
H -1.02880 6.38064 -10.77272
H 0.44377 7.29528 -10.51211
H -0.20336 4.45479 -9.65388
H -1.47817 6.05535 -8.43449
H 0.03930 6.80674 -7.96189
H -0.79544 5.05253 -6.33530
H 0.83725 4.78253 -6.90197
H -0.50651 1.59198 -7.69397
H -1.02756 2.30516 -6.21754
H 0.70044 2.42394 -6.72933

---

Record 2
158
Properties=species:S:1:pos:R:3 method="wB97M-V/def2-TZVPD" lumo_ev=-0.9915 homo_lumo_gap_ev=7.59 smiles="C=CN1c2c(ccc([C@@H](C)F)c2CCCCCCCCOC)Sc2cc(I)c(CCCCOC=O)c(-c3ccccc3)c21.O=C1c2ccccc2C(=O)c2ccccc21.O=C1c2ccccc2C(=O)c2ccccc21.O=C1c2ccccc2C(=O)c2ccccc21"
C -1.98206 -2.51515 0.95086
C -2.38011 -1.25127 0.94900
N -1.55971 -0.10034 0.65807
C -2.34734 1.10690 0.64854
C -2.79941 1.66897 1.83921
C -3.54140 2.84017 1.85712
C -3.81739 3.44757 0.65003
C -3.38138 2.91649 -0.56650
C -3.71149 3.70677 -1.80582
C -5.18610 4.03677 -1.99681
F -3.01901 4.92569 -1.73721
C -2.64883 1.71671 -0.58342
C -2.17786 1.06428 -1.85906
C -3.08391 -0.10185 -2.26317
C -4.56538 0.24436 -2.47870
C -5.45519 -0.20363 -1.30556
C -6.62040 0.73622 -1.02755
C -7.63833 0.77354 -2.16420
C -9.00549 1.28550 -1.72228
C -9.04944 2.78857 -1.40944
O -9.60207 3.53685 -2.47442
C -8.63509 4.18197 -3.27194
S -2.35628 0.84715 3.34889
C -0.70116 0.37221 2.91218
C 0.31065 0.42897 3.85210
C 1.59298 0.07638 3.45790
I 3.05142 0.21592 4.97929
C 1.88785 -0.31348 2.14464
C 3.29005 -0.67395 1.72007
C 3.87896 0.16031 0.55662
C 4.31713 -0.69588 -0.64139
C 5.78528 -0.45786 -1.03716
O 5.94927 -0.55778 -2.46937
C 6.11097 -1.83455 -2.87642
O 5.22262 -2.60467 -2.98040
C 0.84113 -0.35956 1.21977
C 1.09314 -0.72270 -0.20841
C 1.15568 -2.02650 -0.68391
C 1.36103 -2.27231 -2.03691
C 1.52814 -1.23123 -2.94123
C 1.48324 0.08002 -2.47484
C 1.25447 0.31845 -1.12580
C -0.46843 -0.03001 1.60023
H -2.71973 -3.29846 0.88486
H -0.95953 -2.83468 1.06405
H -3.40574 -1.03534 1.21538
H -3.87360 3.27414 2.78662
H -4.36097 4.38074 0.62572
H -3.36162 3.21482 -2.70467
H -5.69792 3.23883 -2.52957
H -5.67070 4.15077 -1.03127
H -5.29362 4.94107 -2.58664
H -2.08991 1.79847 -2.65177
H -1.19312 0.64080 -1.71110
H -2.69472 -0.51572 -3.19492
H -3.00605 -0.90284 -1.53297
H -4.92379 -0.25449 -3.37684
H -4.66922 1.31610 -2.64308
H -5.84345 -1.20207 -1.50500
H -4.82900 -0.26105 -0.41628
H -6.21547 1.72441 -0.80223
H -7.09865 0.40441 -0.10299
H -7.76929 -0.25192 -2.51208
H -7.24207 1.38434 -2.97405
H -9.38312 0.70180 -0.88579
H -9.70258 1.13400 -2.54647
H -8.04617 3.15128 -1.17551
H -9.67526 2.92755 -0.52986
H -7.89510 3.46296 -3.63384
H -9.13770 4.60296 -4.13533
H -8.11628 4.97060 -2.72310
H 0.06754 0.74901 4.85311
H 3.27151 -1.72964 1.45224
H 3.96817 -0.59328 2.55652
H 4.76469 0.66073 0.94844
H 3.20523 0.94997 0.24747
H 4.21180 -1.75844 -0.44280
H 3.73371 -0.47162 -1.52979
H 6.05869 0.55969 -0.77945
H 6.44911 -1.15225 -0.52457
H 7.14829 -2.09543 -3.11159
H 1.05308 -2.86161 -0.00782
H 1.38931 -3.28110 -2.42316
H 1.68071 -1.43033 -3.99070
H 1.61796 0.89719 -3.16634
H 1.20109 1.34578 -0.78807
O 2.09630 8.05475 3.17660
C 0.93060 7.81773 3.41536
C 0.45104 6.41747 3.58268
C 1.36122 5.37223 3.48321
C 0.93712 4.06692 3.66957
C -0.39728 3.80092 3.95884
C -1.30991 4.83734 4.04511
C -0.89311 6.14754 3.85155
C -1.89497 7.24674 3.92762
O -3.07138 7.00729 4.10751
C -1.41221 8.64862 3.78126
C -2.32249 9.69293 3.88391
C -1.88608 11.00256 3.77966
C -0.53777 11.27509 3.57270
C 0.37167 10.23772 3.45732
C -0.06120 8.92152 3.55644
H 2.39800 5.58622 3.26298
H 1.64679 3.25158 3.59388
H -0.72776 2.78155 4.11012
H -2.34920 4.63374 4.26402
H -3.36858 9.47516 4.04879
H -2.59595 11.81492 3.86298
H -0.19787 12.29975 3.49972
H 1.42011 10.44417 3.29276
O 3.53594 -6.68476 -9.05321
C 4.12223 -5.62898 -8.93364
C 3.93554 -4.77957 -7.72501
C 3.09294 -5.21820 -6.71141
C 2.93630 -4.45671 -5.56536
C 3.62031 -3.25376 -5.42366
C 4.44885 -2.80562 -6.43830
C 4.60674 -3.56135 -7.59279
C 5.49028 -3.05313 -8.67895
O 6.03334 -1.97160 -8.58791
C 5.69409 -3.91264 -9.87934
C 6.54153 -3.47534 -10.88950
C 6.76515 -4.27417 -11.99782
C 6.14336 -5.51423 -12.10193
C 5.28835 -5.94929 -11.10382
C 5.05658 -5.14983 -9.99170
H 2.56724 -6.15644 -6.82318
H 2.28327 -4.80337 -4.77479
H 3.50603 -2.66852 -4.52415
H 4.97977 -1.86872 -6.33682
H 7.02512 -2.51239 -10.80111
H 7.42798 -3.93342 -12.78229
H 6.32614 -6.14046 -12.96522
H 4.79988 -6.91071 -11.18152
O 1.32278 -6.42891 9.91308
C 1.78307 -6.01228 8.87083
C 2.56655 -6.90390 7.96934
C 2.74886 -8.23440 8.32446
C 3.44384 -9.08527 7.48212
C 3.95913 -8.61142 6.28005
C 3.79320 -7.28277 5.92829
C 3.10180 -6.42297 6.77242
C 2.94795 -4.99194 6.38584
O 3.45738 -4.56227 5.37134
C 2.14722 -4.10622 7.27646
C 1.96191 -2.77711 6.91717
C 1.19563 -1.94706 7.71661
C 0.61090 -2.44070 8.87889
C 0.80345 -3.76117 9.24795
C 1.57525 -4.59797 8.45173
H 2.34202 -8.59829 9.25773
H 3.58188 -10.12221 7.75865
H 4.49250 -9.28106 5.61834
H 4.19616 -6.90772 4.99774
H 2.41638 -2.39947 6.00921
H 1.05079 -0.91238 7.43316
H 0.00561 -1.79160 9.49797
H 0.35433 -4.14845 10.15200